ORCA calculation (ωB97M-V with the def2-TZVPD basis set) on the ion C6H13N2 with charge +1 in a non-equilibrium geometry.

* lowest unoccupied orbital energy (spin up / spin down): -4.259 / -4.260 eV
* HOMO-LUMO gap (spin up / spin down): 7.37 / 7.37 eV

Geometry as ORCA input:
```
! RIJCOSX wB97M-V def2-TZVPD def2/J DEFGRID3
* xyz 1 1
C 0.98 -1.21 0.69
C 0.59 -0.22 1.79
C -0.11 -1.70 -0.25
C 0.64 1.25 1.15
C -0.24 -0.90 -1.54
C -0.48 1.48 0.14
N -0.78 2.69 -0.24
N -1.40 -0.86 -2.20
H 1.75 -0.61 0.23
H 1.52 -2.00 1.23
H -0.46 -0.35 2.32
H 1.35 -0.15 2.54
H 0.34 -2.62 -0.70
H -0.94 -2.15 0.25
H 0.56 1.94 1.99
H 1.48 1.33 0.66
H 0.63 -0.35 -2.04
H -1.56 2.72 -0.93
H -0.21 3.62 -0.05
H -1.48 -0.44 -3.10
H -2.17 -1.48 -1.94
*
```

Quick look at the Löwdin charges, all values in e:
1 C -0.22
2 C -0.18
3 C -0.15
4 C -0.20
5 C -0.02
6 C -0.12
7 N 0.05
8 N 0.18
9 H 0.10
10 H 0.13
11 H 0.16
12 H 0.09
13 H 0.15
14 H 0.13
15 H 0.11
16 H 0.05
17 H 0.18
18 H 0.11
19 H 0.18
20 H 0.13
21 H 0.16

ORCA calculation (ωB97M-V with the def2-TZVPD basis set) on a structure of composition C14H23N2PRuSe in a non-equilibrium geometry.

* lowest unoccupied orbital energy (spin up / spin down): -6.825 / -10.001 eV
* HOMO-LUMO gap (spin up / spin down): 7.15 / 4.94 eV

Geometry as ORCA input:
```
! RIJCOSX wB97M-V def2-TZVPD def2/J DEFGRID3
* xyz 2 5
C 0.41 3.37 -3.51
C -0.87 2.89 -3.18
C -1.02 1.83 -2.25
C 0.13 1.32 -1.63
C 1.42 1.77 -2.02
C 1.55 2.83 -2.91
C -2.39 1.30 -1.87
C -2.51 -0.21 -1.58
N -2.56 -1.05 -2.73
Ru -0.08 0.13 -0.04
C 2.59 1.05 -1.46
P 1.93 -0.59 -0.81
H -1.78 3.30 -3.63
H 2.54 3.21 -3.14
H 0.50 4.17 -4.24
H 3.07 1.53 -0.59
H 3.39 0.89 -2.19
H -2.74 1.81 -0.94
H -3.12 1.53 -2.68
H -1.74 -0.54 -0.81
C 3.25 -1.30 0.20
C 2.12 -1.54 -2.38
H -3.49 -0.37 -1.09
C -1.61 -0.93 -3.81
C -3.16 -2.34 -2.57
H 0.99 -1.92 3.06
H -1.98 -1.49 -4.67
H -1.47 0.11 -4.11
H -0.64 -1.36 -3.52
H -3.43 -2.77 -3.54
H -2.47 -3.05 -2.07
H -4.07 -2.24 -1.97
H 3.19 -1.67 -2.64
H 1.64 -2.52 -2.29
H 1.60 -1.00 -3.19
H 4.24 -1.26 -0.30
H 3.28 -0.74 1.14
H 3.01 -2.35 0.44
H 0.11 -1.27 -0.93
Se -0.45 1.30 2.56
C 0.13 -0.33 2.00
N 0.50 -1.51 2.21
*
```

Quick look at the Löwdin charges, all values in e:
1 C 0.00
2 C 0.00
3 C -0.26
4 C -0.24
5 C -0.29
6 C 0.00
7 C -0.11
8 C -0.18
9 N -0.09
10 Ru 0.78
11 C -0.24
12 P 0.81
13 H 0.13
14 H 0.13
15 H 0.13
16 H 0.11
17 H 0.11
18 H 0.15
19 H 0.14
20 H 0.05
21 C -0.21
22 C -0.23
23 H 0.16
24 C 0.03
25 C 0.01
26 H 0.14
27 H 0.12
28 H 0.11
29 H 0.11
30 H 0.12
31 H 0.14
32 H 0.12
33 H 0.08
34 H 0.06
35 H 0.05
36 H 0.09
37 H 0.05
38 H 0.07
39 H 0.05
40 Se 0.76
41 C -1.03
42 N 0.06

ORCA calculation (ωB97M-V with the def2-TZVPD basis set) on a cluster of 2 separate species, C5H6O2 in total.

* structure (SMILES): CC1C=C1.O=C=O
* lowest unoccupied orbital energy: 0.682 eV
* HOMO-LUMO gap: 10.23 eV

Geometry as ORCA input:
```
! RIJCOSX wB97M-V def2-TZVPD def2/J DEFGRID3
* xyz 0 1
C -0.50 0.72 -1.40
C 0.36 0.84 -0.14
O -1.77 -0.42 1.13
C -1.37 -1.37 1.66
O -0.98 -2.34 2.19
C 0.97 -0.34 0.52
C 1.84 0.42 -0.07
H -0.43 -0.27 -1.86
H -0.19 1.47 -2.13
H -1.57 0.90 -1.18
H 0.00 1.65 0.51
H 0.76 -1.22 1.10
H 2.89 0.53 -0.28
*
```

Quick look at the Löwdin charges, all values in e:
1 C -0.09
2 C -0.33
3 O 0.20
4 C -0.42
5 O 0.20
6 C -0.06
7 C 0.01
8 H 0.08
9 H 0.07
10 H 0.06
11 H 0.11
12 H 0.08
13 H 0.09

ORCA calculation (ωB97M-V with the def2-TZVPD basis set) on the molecule C5H11ClN2 in a non-equilibrium geometry.

* structure (SMILES): NC[C@H]1C[C@H](Cl)CN1
* lowest unoccupied orbital energy: 0.785 eV
* HOMO-LUMO gap: 9.95 eV

Geometry as ORCA input:
```
! RIJCOSX wB97M-V def2-TZVPD def2/J DEFGRID3
* xyz 0 1
C -1.17 2.10 0.60
C -0.55 0.69 0.27
C 0.80 0.66 -0.47
C 1.29 -0.60 -0.23
C 0.42 -1.19 0.91
H -3.17 1.00 0.53
H -2.26 1.65 2.21
H -0.61 2.88 1.33
H -1.34 2.58 -0.49
H -1.43 0.11 -0.14
H 1.33 1.42 -0.01
H 0.59 0.56 -1.61
H 2.38 -0.60 0.04
H 0.97 -1.79 1.72
H -0.16 -1.88 0.20
H 0.19 0.46 2.07
N -2.60 1.88 1.01
N -0.41 -0.21 1.51
Cl 1.17 -1.65 -1.77
*
```

Quick look at the Löwdin charges, all values in e:
1 C -0.30
2 C -0.36
3 C -0.24
4 C -0.67
5 C -0.28
6 H 0.13
7 H 0.17
8 H 0.15
9 H 0.13
10 H 0.14
11 H 0.10
12 H 0.13
13 H 0.12
14 H 0.14
15 H 0.10
16 H 0.13
17 N -0.12
18 N -0.03
19 Cl 0.57

Record-wise energy relative to the best compared isomer or geometry (same formula, charge and spin) values, in kJ/mol: 341.7; 44.1; 199.6; 363.8